# 1
ORCA calculation (wB97M-V/def2-TZVPD) on a cluster of 2 separate species, C9H18NO3 in total.

The geometry in XYZ format:
```
31
Properties=species:S:1:pos:R:3
C -3.1822 -0.9952 -0.6296
C -2.7551 0.3390 1.5397
C -2.5142 1.4091 -0.7875
C -3.2927 0.4567 0.0293
C -1.0146 -0.2386 -0.0902
C 1.8348 -0.9226 -1.6012
C 1.8220 -1.7897 0.7367
C 2.9316 1.2157 0.7091
C 1.4647 -0.6779 -0.1607
N 1.6078 0.6594 0.5596
O -1.7064 -1.2803 -0.6716
O -1.3267 -0.1087 1.2771
O -1.0616 0.8890 -0.7698
H -3.6801 -1.7808 -0.1342
H -3.5210 -1.0799 -1.7098
H -2.6622 1.2210 2.2450
H -3.3218 -0.5394 1.9273
H -2.8995 1.4122 -1.7828
H -2.5677 2.4608 -0.3456
H -4.4198 0.5592 0.0176
H 2.8666 -0.5465 -1.6355
H 1.2403 -0.5264 -2.3916
H 2.0400 -1.9827 -1.7441
H 2.8810 -1.7086 0.7434
H 1.4640 -1.7792 1.7085
H 1.6109 -2.8676 0.3575
H 2.8892 1.9201 1.4570
H 3.7014 0.5957 1.1991
H 3.3824 1.6116 -0.1519
H 0.8555 0.4681 1.2368
H 1.0808 1.4351 0.0131
```

Properties
E_LUMO (spin up / spin down)	-3.24 / -3.28	eV
ΔE to the lowest compared entry with this formula, charge and spin	107.74	kcal per mole
E_HOMO (spin up / spin down)	-11.8 / -11.8	eV
orbital gap (spin up / spin down)	8.542 / 8.564	eV
total charge	+1
DFT total energy	-17245.6287	eV


# 2
ORCA calculation (wB97M-V/def2-TZVPD) on a structure of composition C9H18NO6V.

The geometry in XYZ format:
```
35
Properties=species:S:1:pos:R:3
V 6.9109 12.1848 -14.0712
C 6.9876 8.0864 -13.5787
C 6.9226 9.6629 -13.6489
O 5.8683 10.2567 -13.6843
O 7.9808 10.3216 -13.6302
H 8.0143 7.8344 -13.8443
H 6.3166 7.6701 -14.3301
H 6.6778 7.6971 -12.6089
C 8.4889 13.3374 -17.7584
C 7.8523 13.0836 -16.4078
O 8.3405 13.5114 -15.3428
O 6.8465 12.3311 -16.3161
H 8.9927 14.3037 -17.7810
H 7.6210 13.4025 -18.4146
H 9.0939 12.5104 -18.1303
C 7.4069 13.5655 -9.9308
C 6.9079 14.0698 -11.2571
O 7.6043 13.4702 -12.2671
H 7.5257 12.4874 -9.8220
H 6.7494 13.8446 -9.1075
H 8.3839 13.9811 -9.6841
H 7.1080 15.1358 -11.3649
H 5.8185 14.0403 -11.2780
C 4.2518 14.0438 -15.7561
C 4.0684 13.8257 -14.2411
O 4.7098 12.9198 -13.7059
N 3.1849 14.5534 -13.5209
C 2.8534 14.5402 -12.1154
H 3.4544 14.6579 -16.1745
H 4.1685 13.0848 -16.2674
H 5.1428 14.5764 -16.0886
H 2.5760 15.1257 -14.0882
H 1.8049 14.8109 -11.9916
H 3.4225 15.1896 -11.4502
H 2.9392 13.5567 -11.6533
```

Properties
E_LUMO (spin up / spin down)	2.76 / 2.76	eV
E_HOMO (spin up / spin down)	-2.8 / -3.5	eV
orbital gap (spin up / spin down)	5.547 / 6.306	eV
total charge	-1
multiplicity	4
DFT total energy	-49090.9987	eV


# 3
ORCA calculation (wB97M-V/def2-TZVPD) on the molecule C9H18NP.

The geometry in XYZ format:
```
29
Properties=species:S:1:pos:R:3
C -3.2356 -0.6448 0.0243
C -2.2031 -1.2861 -0.6252
C -3.3382 0.8549 0.1137
C -1.0241 -0.7073 -1.2645
C -2.4979 1.2007 1.2985
C 1.7941 1.5551 -0.4441
C 2.6782 -0.0099 1.2870
C 2.5384 -0.7010 -1.1342
C 1.9034 0.1088 -0.0032
N 0.1434 -2.0896 0.9019
P 0.0884 -0.6784 0.2491
H -3.9881 -1.1416 0.7252
H -2.4540 -2.2817 -0.6782
H -2.8904 1.1931 -0.8538
H -4.3571 1.4214 0.1479
H -0.5169 -1.3444 -1.9564
H -1.0201 0.3579 -1.5473
H -1.8301 2.1266 1.3697
H -2.9786 1.0460 2.2893
H 1.4948 1.7352 -1.5050
H 1.2616 2.1909 0.1419
H 2.8916 1.8943 -0.4770
H 3.5944 0.3457 0.9331
H 2.6976 -1.1137 1.6318
H 2.2023 0.7062 2.0064
H 2.1700 -0.5869 -2.1966
H 3.6213 -0.3306 -1.2812
H 2.6299 -1.7542 -0.9655
H 0.6249 -2.0667 1.8123
```

Properties
E_LUMO (spin up / spin down)	-0.11 / 0.50	eV
ΔE to the lowest compared entry with this formula, charge and spin	85.23	kcal per mole
E_HOMO (spin up / spin down)	-7.9 / -7.0	eV
orbital gap (spin up / spin down)	7.791 / 7.500	eV
DFT total energy	-20398.4287	eV


# 4
ORCA calculation (wB97M-V/def2-TZVPD) on a cluster of 3 separate species, C9H18O9 in total.

The geometry in XYZ format:
```
36
Properties=species:S:1:pos:R:3
C -0.3290 1.3619 -1.0776
O 1.0675 1.2166 -1.6287
C 1.8642 2.3045 -1.5731
O 1.5197 3.5065 -1.5122
O 3.1388 2.0010 -1.5857
C 4.2132 3.0864 -1.7006
H -0.4070 0.9683 -0.1783
H -0.9779 0.9774 -1.9681
H -0.5300 2.4065 -0.7665
H 4.0202 3.7764 -2.5824
H 5.3455 2.7387 -1.7817
H 4.0594 3.6177 -0.8897
C -2.2886 -4.1870 -0.6654
O -0.9766 -4.2835 -1.1563
C -0.4214 -3.1655 -1.6071
O -1.0218 -2.0362 -1.6425
O 0.8900 -3.2694 -2.0036
C 1.4645 -2.0518 -2.2942
H -2.4671 -4.9366 0.1591
H -2.8899 -4.3465 -1.4717
H -2.6704 -3.2828 -0.1060
H 2.5242 -2.1744 -2.5226
H 1.6080 -1.4526 -1.1926
H 0.8794 -1.6225 -3.1383
C -0.5877 -1.4102 2.4269
O -1.5470 -0.5432 3.1610
C -1.4468 0.8084 3.0001
O -0.4132 1.2584 2.4953
O -2.5126 1.3902 3.4172
C -2.4336 2.7687 3.3604
H -0.7771 -2.3053 2.8391
H 0.3375 -1.1418 2.5918
H -1.0031 -1.4341 1.3319
H -3.3799 3.2973 3.6673
H -2.2120 3.0913 2.4003
H -1.6394 3.0672 4.1943
```

Properties
E_LUMO	0.67	eV
ΔE to the lowest compared entry with this formula, charge and spin	97.09	kcal per mole
E_HOMO	-10.1	eV
orbital gap	10.770	eV
SMILES	COC(=O)OC.COC(=O)OC.COC(=O)OC
DFT total energy	-28048.1771	eV


# 5
ORCA calculation (wB97M-V/def2-TZVPD) on a structure of composition C9H19AgCl8O5P.

The geometry in XYZ format:
```
43
Properties=species:S:1:pos:R:3
Ag 0.6024 -0.5395 -0.0087
P 2.3804 -2.4807 -0.8359
O 3.6667 -3.0635 -0.2268
O 2.3564 -2.0999 -2.3354
O 2.7402 -1.0368 -0.3629
O 1.0227 -2.5897 -0.0624
C 0.6701 1.7765 -2.7963
O 1.1982 0.6342 -2.1079
H 0.0213 2.4047 -2.1859
H 1.4273 2.4290 -3.2310
H 0.1412 1.4517 -3.6923
Cl -1.5183 -1.3899 -1.4891
C -2.0436 -2.8910 -2.2793
C -0.9137 -3.9184 -2.2665
Cl -1.1523 -5.3636 -3.3141
H -2.4986 -2.6805 -3.2472
H -2.8985 -3.2002 -1.6780
H -0.7092 -4.2668 -1.2541
H 0.0320 -3.4215 -2.4829
Cl 1.7973 1.4287 1.2963
C 2.8251 2.9099 1.5271
C 3.2540 3.5269 0.2243
Cl 1.9877 4.4298 -0.5131
H 3.6919 2.5626 2.0894
H 2.3157 3.6119 2.1872
H 3.6636 2.7878 -0.4642
H 4.0829 4.2136 0.3959
Cl -0.8553 3.5395 2.7841
C -2.2648 3.4687 1.6471
C -1.8326 3.0384 0.2506
Cl -1.2883 1.3066 0.3818
H -2.7766 4.4311 1.6528
H -2.9896 2.8059 2.1198
H -0.9559 3.6372 0.0038
H -2.6519 3.0822 -0.4670
Cl -0.1193 -0.9857 2.4618
C -0.8345 -2.6575 2.5755
C -2.3159 -2.6554 2.7217
Cl -3.1726 -1.8607 1.3370
H -0.4459 -3.1203 3.4826
H -0.4880 -3.1906 1.6902
H -2.6036 -2.3449 3.7261
H -2.5484 -3.7201 2.7456
```

Properties
E_LUMO (spin up / spin down)	4.17 / 4.17	eV
E_HOMO (spin up / spin down)	-0.1 / -0.1	eV
orbital gap (spin up / spin down)	4.279 / 4.259	eV
total charge	-2
multiplicity	2
DFT total energy	-133343.9480	eV


# 6
ORCA calculation (wB97M-V/def2-TZVPD) on a structure of composition C9H19AlAsCl3GeN4OS2.

The geometry in XYZ format:
```
41
Properties=species:S:1:pos:R:3
Al -0.4868 -0.5691 0.9688
C 1.5056 3.6059 0.8365
C 0.1620 3.0597 1.1698
S -0.1386 1.6555 2.2149
C -1.0872 3.4697 0.9150
C -1.6365 4.5956 0.1147
S -2.0896 2.2828 1.7666
H 2.2152 2.8068 0.6166
H 1.9085 4.1958 1.6613
H 1.4451 4.2448 -0.0442
H -0.8501 5.3086 -0.1295
H -2.4159 5.1263 0.6618
H -2.0695 4.2248 -0.8157
C -1.8511 -0.9535 2.4061
As 0.1382 -3.5728 0.3888
C 1.1739 -3.5110 -1.2740
C 1.4483 -4.5773 1.4185
O 0.5768 -1.9404 1.0447
H -3.1512 -3.7136 -2.6621
H -2.2033 -0.5550 -1.6059
H -4.9019 -1.8625 -2.7038
H 1.2683 -4.5286 -1.6564
H 2.1749 -3.1129 -1.1034
H 0.6600 -2.9108 -2.0245
H 1.5231 -5.5878 1.0151
H 1.1294 -4.6365 2.4570
H 2.4236 -4.0926 1.3630
Cl -2.5770 -0.8788 -0.4134
Ge -3.8700 -2.6589 -3.5275
Cl -4.9274 -3.6419 -5.1073
Cl -1.2388 -0.8906 3.9606
N 4.9093 0.2952 -0.9434
C 3.6822 -0.0358 -0.5490
N 3.5102 -0.9659 0.3905
N 2.6750 0.6250 -1.1242
C 1.4607 0.4039 -0.8226
N 0.3278 0.2298 -0.5883
H 5.7323 -0.1552 -0.5842
H 5.0089 1.0093 -1.6445
H 4.2990 -1.4341 0.8038
H 2.5887 -1.3141 0.6239
```

Properties
E_LUMO (spin up / spin down)	-3.29 / -3.63	eV
ΔE to the lowest compared entry with this formula, charge and spin	225.38	kcal per mole
E_HOMO (spin up / spin down)	-10.1 / -10.1	eV
orbital gap (spin up / spin down)	6.819 / 6.480	eV
total charge	+1
multiplicity	2
DFT total energy	-200831.0612	eV